Arrangement 1

The following is a quantum chemistry calculation of 11 unconnected molecules or ions with the total composition C22H33N11, from the OMol25 dataset.

## Properties
**HOMO**: -0.4105 Eh
**SMILES**: CC#N.CC#N.CC#N.CC#N.CC#N.CC#N.CC#N.CC#N.CC#N.CC#N.CC#N
**Gap between HOMO and LUMO**: 10.8 eV

Geometry as ORCA input:
```
! wB97M-V def2-TZVPD RIJCOSX def2/J DEFGRID3
* xyz 0 1
C 4.248 2.379 3.296
C 2.917 2.009 2.832
N 1.868 1.672 2.524
H 5.005 2.081 2.575
H 4.427 1.888 4.252
H 4.307 3.456 3.440
C -4.540 2.504 1.187
C -5.431 1.423 1.574
N -6.140 0.584 1.898
H -5.132 3.412 1.044
H -4.035 2.295 0.247
H -3.812 2.687 1.973
C -3.820 -0.246 -1.001
C -5.118 -0.734 -1.492
N -6.100 -1.157 -1.903
H -3.623 0.738 -1.413
H -3.134 -0.998 -1.401
H -3.779 -0.258 0.084
C 2.357 -5.303 0.996
C 1.784 -3.986 1.271
N 1.312 -2.955 1.432
H 3.098 -5.212 0.206
H 1.570 -5.971 0.648
H 2.832 -5.682 1.895
C 1.435 -1.159 4.084
C 1.585 -0.339 5.275
N 1.714 0.325 6.200
H 2.351 -1.129 3.499
H 0.650 -0.768 3.439
H 1.171 -2.181 4.343
C -0.977 0.813 -3.975
C -1.126 -0.629 -3.764
N -1.285 -1.741 -3.545
H -0.886 1.253 -2.984
H -1.842 1.199 -4.505
H -0.050 1.006 -4.510
C 3.985 -1.603 -0.476
C 4.706 -2.663 0.213
N 5.236 -3.517 0.768
H 3.744 -1.919 -1.490
H 4.586 -0.699 -0.524
H 3.052 -1.402 0.050
C -1.875 4.881 -1.950
C -2.707 3.960 -2.741
N -3.390 3.215 -3.295
H -1.822 4.490 -0.938
H -2.367 5.851 -1.983
H -0.889 4.947 -2.402
C -1.682 -3.619 -1.084
C -1.865 -4.819 -1.892
N -1.971 -5.776 -2.509
H -1.170 -2.831 -1.635
H -1.163 -3.859 -0.158
H -2.653 -3.204 -0.802
C 2.590 3.081 -0.944
C 2.158 1.954 -1.734
N 1.748 1.050 -2.312
H 1.726 3.589 -0.515
H 3.140 3.800 -1.549
H 3.228 2.752 -0.126
C 0.260 -0.192 0.192
C -0.571 0.914 -0.243
N -1.271 1.756 -0.584
H 1.274 0.154 0.371
H 0.324 -0.988 -0.546
H -0.157 -0.578 1.119
*
```

***

Arrangement 2

The following is a quantum chemistry calculation of 11 unconnected molecules or ions with the total composition C22H33N11, from the OMol25 dataset.

## Properties
**HOMO**: -0.4258 Eh
**SMILES**: CC#N.CC#N.CC#N.CC#N.CC#N.CC#N.CC#N.CC#N.CC#N.CC#N.CC#N
**Gap between HOMO and LUMO**: 12.0 eV

Geometry as ORCA input:
```
! wB97M-V def2-TZVPD RIJCOSX def2/J DEFGRID3
* xyz 0 1
C 1.635 -2.862 -3.089
C 1.345 -1.513 -3.523
N 1.060 -0.442 -3.817
H 2.483 -3.238 -3.658
H 0.796 -3.543 -3.230
H 1.780 -2.728 -2.017
C -2.715 1.434 1.816
C -2.300 2.205 0.653
N -1.977 2.843 -0.242
H -3.413 2.099 2.325
H -1.855 1.269 2.469
H -3.012 0.435 1.508
C 0.472 4.327 0.799
C 1.310 3.153 1.031
N 1.923 2.204 1.240
H 0.623 5.111 1.531
H -0.563 3.980 0.804
H 0.612 4.626 -0.241
C -2.411 -1.503 -5.226
C -2.242 -1.321 -3.786
N -2.151 -1.179 -2.652
H -1.565 -0.958 -5.651
H -3.315 -1.018 -5.591
H -2.496 -2.547 -5.515
C -2.392 -3.427 -0.382
C -1.397 -4.276 -1.047
N -0.627 -4.923 -1.593
H -2.081 -3.330 0.658
H -3.326 -3.976 -0.478
H -2.386 -2.449 -0.860
C -1.375 2.338 -3.264
C -2.588 1.853 -3.926
N -3.473 1.394 -4.491
H -1.149 1.609 -2.488
H -1.633 3.287 -2.799
H -0.580 2.459 -3.994
C -0.135 -0.284 -0.340
C -0.231 -0.357 1.118
N -0.365 -0.408 2.257
H 0.070 0.741 -0.631
H -1.045 -0.612 -0.845
H 0.626 -1.013 -0.629
C -0.985 -1.911 4.949
C -2.382 -1.486 5.086
N -3.470 -1.143 5.210
H -0.735 -2.446 5.865
H -0.289 -1.103 4.767
H -0.930 -2.567 4.082
C 1.877 1.184 4.881
C 1.528 2.553 4.531
N 1.205 3.621 4.258
H 1.377 0.544 4.153
H 1.590 0.957 5.905
H 2.954 1.037 4.806
C 3.535 -0.939 1.849
C 2.808 -1.868 0.990
N 2.236 -2.570 0.293
H 2.946 -0.078 2.166
H 4.478 -0.625 1.412
H 3.707 -1.459 2.798
C 2.717 1.705 -1.843
C 3.869 0.937 -1.382
N 4.808 0.377 -1.031
H 1.799 1.264 -1.476
H 2.715 1.801 -2.929
H 2.710 2.754 -1.544
*
```

***

Which one sits at the bottom of the stability order? arrangement 1 does.

***

Arrangement 1

The following is a quantum chemistry calculation of 3 unconnected molecules or ions with the total composition C3H11NO3S, from the OMol25 dataset.

## Properties
**HOMO**: -0.0037 Eh
**Gap between HOMO and LUMO**: 6.0 eV

Geometry as ORCA input:
```
! wB97M-V def2-TZVPD RIJCOSX def2/J DEFGRID3
* xyz -2 1
C 2.144 -0.545 0.487
C 3.405 -0.174 -0.255
S 4.824 0.173 0.819
N 1.014 -0.830 -0.479
C 0.155 0.282 -0.777
O -0.391 1.033 0.319
H 2.292 -1.466 1.061
H 1.853 0.169 1.265
H 3.161 0.591 -0.998
H 3.666 -1.081 -0.816
H 0.453 -1.508 0.033
H -0.678 -0.126 -1.357
H 0.680 1.045 -1.367
H -5.539 0.239 1.454
H -4.325 0.202 0.430
O -5.376 0.383 0.521
H -1.337 0.763 0.369
H -3.038 0.553 -0.815
O -2.964 0.298 0.105
*
```

***

Arrangement 2

The following is a quantum chemistry calculation of 3 unconnected molecules or ions with the total composition C3H11NO3S, from the OMol25 dataset.

## Properties
**HOMO**: 0.0133 Eh
**Gap between HOMO and LUMO**: 5.7 eV

Geometry as ORCA input:
```
! wB97M-V def2-TZVPD RIJCOSX def2/J DEFGRID3
* xyz -2 1
C 0.085 -0.210 -0.715
O -0.829 0.713 -1.269
C -0.237 -0.597 0.743
C 0.899 -1.378 1.412
S 2.408 -0.469 1.874
N -0.639 0.589 1.505
H 0.110 -1.105 -1.365
H 1.108 0.202 -0.670
H -1.106 -1.268 0.707
H 1.044 -2.253 0.759
H 0.500 -1.811 2.338
H 0.183 0.902 2.014
H -0.857 1.281 0.791
H -1.010 -0.031 -3.472
H 0.074 0.758 -3.024
O -0.173 0.281 -3.848
H -3.279 1.321 0.309
H -2.240 0.958 -0.836
O -3.240 1.226 -0.653
*
```

***

Which one sits at the bottom of the stability order? arrangement 2 does.